18
Properties=species:S:1:pos:R:3:nbo_charge:R:1 method="wB97M-V/def2-TZVPD" total_charge=-2 fmax_ha_per_bohr=0.110 e_tot_ha=-6061.95583 relative_energy_ev=1.8572 homo_lumo_gap_ev=2.22
Ag -1.5286 0.6401 -4.5975 0.83
C -0.8432 2.8568 -2.9246 0.90
O -0.2603 3.9044 -2.6361 -0.89
O -1.7779 2.8397 -3.7574 -0.94
O -0.3290 1.7832 -2.6104 -0.91
B 0.7705 -0.4965 -5.2740 1.29
F -0.0585 -0.2665 -6.3388 -0.58
F 1.8141 -1.1838 -5.7467 -0.56
F 1.2202 0.7222 -4.7882 -0.54
F 0.0486 -1.1806 -4.2783 -0.57
Br -6.9058 -3.4571 -2.1430 -0.08
C -4.9664 -3.1330 -2.4562 -0.41
C -4.9744 -2.3865 -3.8085 -0.43
Br -3.0586 -1.8063 -4.3066 0.00
H -4.4363 -4.0813 -2.3672 0.23
H -4.5783 -2.4910 -1.6655 0.24
H -5.6029 -1.4963 -3.7865 0.23
H -5.3348 -3.0415 -4.6017 0.21